The following is a DFT calculation (ωB97M-V/def2-TZVPD) of a cluster of 5 separate species, C2H12O5 in total.

Values from the calculation:
**Total energy**: -459.5338 Eh
**Highest occupied orbital energy**: -0.3380 Ha
**SMILES string**: C=CO.O.O.O.O
**Kohn-Sham gap**: 9.63 eV

```
! RIJCOSX wB97M-V def2-TZVPD def2/J DEFGRID3
* xyz 0 1
C 0.365 1.380 -1.431
C 1.433 1.584 -0.672
O 1.953 0.698 0.245
H 0.309 1.804 -2.424
H -0.280 0.524 -1.251
H 1.948 2.535 -0.546
H 2.701 1.096 0.672
O 1.347 -1.882 -0.715
H 1.949 -2.488 -1.173
H 1.796 -1.511 0.036
O -3.036 -2.164 -1.973
H -2.621 -3.028 -2.045
H -3.941 -2.333 -1.649
O -0.937 -1.439 1.635
H -0.393 -0.892 1.088
H -0.882 -2.365 1.350
O -0.558 2.806 2.602
H -1.058 2.116 2.153
H -0.104 3.248 1.890
*
```

The following is a DFT calculation (ωB97M-V/def2-TZVPD) of a cluster of 5 separate species, C2H12O5 in total.

Values from the calculation:
**Total energy**: -459.5168 Eh
**Highest occupied orbital energy**: -0.3463 Ha
**SMILES string**: CC=O.O.O.O.O
**Kohn-Sham gap**: 9.79 eV

```
! RIJCOSX wB97M-V def2-TZVPD def2/J DEFGRID3
* xyz 0 1
C 2.709 1.699 1.781
C 1.797 1.020 0.693
O 1.241 -0.101 0.747
H 3.380 2.564 1.596
H 3.360 1.023 2.436
H 1.980 1.975 2.546
H 1.754 1.643 -0.361
O -5.274 1.922 3.938
H -4.830 1.382 3.259
H -4.817 1.812 4.752
O 3.358 0.299 -2.342
H 2.736 0.040 -3.079
H 4.167 0.814 -2.499
O -0.098 -0.611 -1.523
H -1.003 -0.511 -1.241
H -0.105 -0.467 -2.456
O -3.788 -5.031 -2.740
H -2.865 -5.347 -2.582
H -3.700 -4.127 -2.925
*
```

The following is a DFT calculation (ωB97M-V/def2-TZVPD) of a structure of composition C2H12O5Rb.

Values from the calculation:
**Total energy**: -483.4968 Eh
**Highest occupied orbital energy**: -0.4921 Ha
**Kohn-Sham gap**: 10.10 eV

```
! RIJCOSX wB97M-V def2-TZVPD def2/J DEFGRID3
* xyz 1 1
Rb -0.655 -0.768 0.295
O -0.397 -3.635 1.030
H -1.046 -4.036 0.452
H 0.330 -4.257 1.042
O -0.327 -2.089 -2.314
H -0.891 -2.862 -2.297
H 0.539 -2.428 -2.539
O -3.489 -1.391 -0.277
H -3.809 -2.100 -0.835
H -4.278 -1.028 0.125
C 0.592 2.744 0.836
C 2.115 2.615 0.769
O 2.661 1.318 0.934
O 0.130 2.041 -0.288
H 0.293 3.789 0.754
H 0.188 2.318 1.754
H 2.444 3.291 1.559
H 2.519 3.151 -0.090
H 2.516 0.845 0.111
H 0.565 2.483 -1.021
*
```

The following is a DFT calculation (ωB97M-V/def2-TZVPD) of a structure of composition C2H13F4HfO5.

Values from the calculation:
**Total energy**: -907.1237 Eh
**Highest occupied orbital energy**: -0.2152 Ha
**Kohn-Sham gap**: 3.59 eV

```
! RIJCOSX wB97M-V def2-TZVPD def2/J DEFGRID3
* xyz -1 1
Hf 0.805 1.121 0.745
F 2.486 1.411 -2.235
F 1.221 2.662 3.787
F -0.532 4.059 -0.507
F 0.249 -1.499 2.831
C -3.987 -2.439 -2.053
C -2.484 -2.133 -2.191
O -2.093 -0.905 -1.697
H -4.578 -1.748 -2.654
H -4.242 -2.296 -1.003
H -4.194 -3.493 -2.237
H -2.350 -2.312 -3.258
H -1.962 -2.952 -1.695
O 3.234 4.191 0.696
H 3.560 4.775 1.381
H 3.428 4.650 -0.122
O 2.448 -2.260 -0.799
H 2.351 -3.018 -0.222
H 2.696 -2.632 -1.645
O -2.764 1.436 2.196
H -2.977 1.256 3.112
H -3.613 1.560 1.772
O 4.076 0.303 1.822
H 4.428 -0.587 1.837
H 4.795 0.850 2.136
*
```

The following is a DFT calculation (ωB97M-V/def2-TZVPD) of a cluster of 4 separate species, C2H13N2O3 in total.

Values from the calculation:
**Total energy**: -418.9742 Eh
**Highest occupied orbital energy**: -0.4544 Ha
**Kohn-Sham gap**: 9.37 eV

```
! RIJCOSX wB97M-V def2-TZVPD def2/J DEFGRID3
* xyz 1 1
C 0.969 -0.008 0.092
C 1.367 -1.070 0.824
N 2.495 -1.021 1.574
N -0.263 0.028 -0.728
H 1.639 0.816 -0.092
H 0.754 -1.941 0.995
H 2.702 -1.711 2.270
H 2.865 -0.108 1.764
H -0.024 -0.442 -1.599
H -0.507 0.988 -0.964
H -1.077 -0.411 -0.268
H -3.349 -0.587 1.194
H -3.179 -0.543 -0.351
O -2.699 -0.411 0.488
H 1.484 3.168 1.594
H 1.829 2.812 0.286
O 1.064 3.204 0.718
H -2.285 -1.855 -2.824
H -2.145 -0.286 -3.019
O -1.867 -1.036 -2.497
*
```

The following is a DFT calculation (ωB97M-V/def2-TZVPD) of a cluster of 4 separate species, C2H13N2O3 in total.

Values from the calculation:
**Total energy**: -418.9632 Eh
**Highest occupied orbital energy**: -0.4430 Ha
**Kohn-Sham gap**: 9.37 eV

```
! RIJCOSX wB97M-V def2-TZVPD def2/J DEFGRID3
* xyz 1 1
C -0.906 0.446 0.576
C -1.326 -0.749 1.168
N -2.679 -0.959 1.232
N 0.474 0.470 0.073
H -1.454 1.355 0.327
H -0.634 -1.517 1.651
H -2.987 -1.858 0.979
H -2.995 -0.200 0.692
H 1.267 0.291 0.785
H 0.545 1.440 -0.333
H 0.661 -0.249 -0.680
H 1.337 3.486 -1.395
H -0.159 3.371 -1.821
O 0.476 3.042 -1.145
H 2.615 -1.259 2.505
H 3.146 0.050 2.301
O 2.474 -0.520 1.944
H -0.296 -1.916 -3.570
H 0.360 -2.817 -2.599
O 0.082 -1.907 -2.691
*
```

The following is a DFT calculation (ωB97M-V/def2-TZVPD) of a cluster of 4 separate species, C2H13NO3 in total.

Values from the calculation:
**Total energy**: -364.3985 Eh
**Highest occupied orbital energy**: -0.3306 Ha
**SMILES string**: CNC.O.O.O
**Kohn-Sham gap**: 9.57 eV

```
! RIJCOSX wB97M-V def2-TZVPD def2/J DEFGRID3
* xyz 0 1
C -1.035 0.402 2.300
N -0.688 -0.197 0.907
C -1.646 -1.295 0.597
H -2.100 0.542 2.355
H -0.557 0.090 3.208
H -0.568 1.447 2.457
H 0.302 -0.517 0.804
H -1.175 -1.757 -0.310
H -2.662 -0.868 0.289
H -1.634 -2.110 1.372
O 1.037 1.282 -1.479
H 1.901 1.575 -1.293
H 0.487 1.572 -0.685
O 0.864 3.170 1.751
H 0.362 2.729 1.128
H 1.159 3.972 1.410
O 1.000 -3.661 -3.643
H 0.304 -3.085 -3.874
H 1.867 -3.181 -3.631
*
```

The following is a DFT calculation (ωB97M-V/def2-TZVPD) of a cluster of 4 separate species, C2H13NO3S in total.

Values from the calculation:
**Total energy**: -762.6348 Eh
**Highest occupied orbital energy**: -0.3233 Ha
**SMILES string**: NCCS.O.O.O
**Kohn-Sham gap**: 9.17 eV

```
! RIJCOSX wB97M-V def2-TZVPD def2/J DEFGRID3
* xyz 0 1
N 0.793 1.231 -0.272
C 0.437 -0.191 -0.310
C 1.511 -1.071 0.318
S 1.869 -2.564 -0.649
H -0.015 1.750 -0.612
H 1.475 1.356 -1.010
H -0.481 -0.309 0.268
H 0.178 -0.539 -1.305
H 1.235 -1.275 1.352
H 2.449 -0.525 0.427
H 0.699 -3.162 -0.392
O -1.468 1.776 -2.248
H -2.192 1.140 -2.337
H -1.315 2.167 -3.115
O 2.657 0.563 4.545
H 2.178 1.019 5.247
H 2.577 -0.358 4.830
O -3.888 -0.059 -1.582
H -4.831 0.058 -1.766
H -3.870 -1.005 -1.390
*
```

The following is a DFT calculation (ωB97M-V/def2-TZVPD) of a cluster of 4 separate species, C2H13NO4 in total.

Values from the calculation:
**Total energy**: -439.6715 Eh
**Highest occupied orbital energy**: -0.3425 Ha
**SMILES string**: CNCO.O.O.O
**Kohn-Sham gap**: 9.82 eV

```
! RIJCOSX wB97M-V def2-TZVPD def2/J DEFGRID3
* xyz 0 1
C 2.044 1.345 0.842
N 0.675 1.899 0.879
C -0.333 0.823 0.887
O -0.268 -0.106 2.028
H 2.178 0.980 -0.180
H 2.803 2.165 1.074
H 2.166 0.525 1.573
H 0.503 2.660 1.492
H -0.199 0.086 0.025
H -1.395 1.219 0.824
H -0.299 0.424 2.924
O -0.584 -1.478 -1.870
H -1.066 -2.155 -2.346
H -0.527 -1.974 -1.056
O 0.170 -2.777 0.624
H 0.935 -2.171 0.464
H 0.165 -2.927 1.581
O -1.550 0.986 -2.989
H -1.116 0.119 -2.766
H -1.280 1.755 -2.475
*
```

The following is a DFT calculation (ωB97M-V/def2-TZVPD) of a cluster of 5 separate species, C2H13NO4 in total.

Values from the calculation:
**Total energy**: -439.6810 Eh
**Highest occupied orbital energy**: -0.3184 Ha
**SMILES string**: C=CN.O.O.O.O
**Kohn-Sham gap**: 9.23 eV

```
! RIJCOSX wB97M-V def2-TZVPD def2/J DEFGRID3
* xyz 0 1
C -2.069 -0.782 0.396
C -1.145 -0.915 -0.552
N -0.087 -1.823 -0.763
H -2.282 -1.607 1.075
H -2.533 0.152 0.678
H -1.220 -0.322 -1.471
H 0.110 -2.492 -0.027
H -0.148 -2.266 -1.671
O 0.870 -1.286 2.207
H 0.515 -1.382 3.093
H 0.948 -0.345 2.032
O -0.332 1.926 -2.335
H 0.361 2.526 -2.624
H -0.289 1.992 -1.375
O 0.366 2.582 0.505
H 0.898 1.775 0.450
H 0.457 2.927 1.395
O 1.811 0.113 -0.117
H 2.610 -0.183 -0.561
H 1.159 -0.589 -0.334
*
```

The following is a DFT calculation (ωB97M-V/def2-TZVPD) of a structure of composition C2H14BrN4O5Pt.

Values from the calculation:
**Total energy**: -3372.9251 Eh
**Expectation value of S²**: 2.00
**Highest occupied orbital energy (spin up / spin down)**: -0.3886 / -0.4039 Ha
**Kohn-Sham gap (spin up / spin down)**: 7.54 / 7.75 eV

```
! RIJCOSX wB97M-V def2-TZVPD def2/J DEFGRID3
* xyz 1 3
Pt -0.684 -1.052 0.060
Br -2.984 -1.787 1.296
C 1.773 0.240 -1.680
O 0.934 -0.155 -0.935
N 2.428 1.325 -1.330
N 2.208 -0.401 -2.712
H 2.339 1.760 -0.423
H 3.257 1.519 -1.875
H 2.534 0.193 -3.462
H 1.830 -1.292 -2.999
C -1.213 1.680 1.727
O -1.235 1.105 0.671
N -2.228 1.769 2.531
N -0.126 1.975 2.367
H -3.086 1.286 2.307
H -2.171 2.269 3.407
H 0.829 1.897 2.046
H -0.247 2.538 3.196
O 0.500 -1.180 1.755
H 1.030 -1.945 1.979
H 0.799 -0.497 2.356
O -1.796 -0.591 -1.854
H -2.568 -1.092 -2.119
H -1.663 0.038 -2.564
O -0.358 -2.874 -1.183
H 0.237 -3.057 -1.910
H -0.341 -3.671 -0.653
*
```

The following is a DFT calculation (ωB97M-V/def2-TZVPD) of a structure of composition C2H14CaO7.

Values from the calculation:
**Total energy**: -1288.8878 Eh
**Highest occupied orbital energy**: -0.2007 Ha
**Kohn-Sham gap**: 4.64 eV

```
! RIJCOSX wB97M-V def2-TZVPD def2/J DEFGRID3
* xyz 0 1
Ca 0.268 0.017 0.040
O -1.070 1.609 1.096
C -2.326 1.066 1.287
C -2.384 -0.090 0.321
O -1.587 -1.075 0.862
H -2.996 1.850 1.045
H -2.378 0.801 2.306
H -1.931 0.176 -0.710
H -3.375 -0.442 0.195
O 0.120 1.522 -1.815
H 0.812 1.910 -2.353
H -0.540 1.428 -2.576
O 1.515 0.918 1.965
H 1.720 1.828 1.710
H 2.377 0.511 2.146
O 2.540 0.082 -0.860
H 2.931 0.880 -1.291
H 3.287 -0.485 -0.958
O 1.257 -2.019 0.846
H 0.711 -2.509 1.490
H 1.957 -2.603 0.648
O 0.035 -1.619 -1.692
H -0.661 -1.293 -2.314
H -0.275 -2.457 -1.399
*
```

What did the sixth record say?
The following is a DFT calculation (ωB97M-V/def2-TZVPD) of a cluster of 4 separate species, C2H13N2O3 in total.

Values from the calculation:
**Total energy**: -418.9632 Eh
**Highest occupied orbital energy**: -0.4430 Ha
**Kohn-Sham gap**: 9.37 eV

```
! RIJCOSX wB97M-V def2-TZVPD def2/J DEFGRID3
* xyz 1 1
C -0.906 0.446 0.576
C -1.326 -0.749 1.168
N -2.679 -0.959 1.232
N 0.474 0.470 0.073
H -1.454 1.355 0.327
H -0.634 -1.517 1.651
H -2.987 -1.858 0.979
H -2.995 -0.200 0.692
H 1.267 0.291 0.785
H 0.545 1.440 -0.333
H 0.661 -0.249 -0.680
H 1.337 3.486 -1.395
H -0.159 3.371 -1.821
O 0.476 3.042 -1.145
H 2.615 -1.259 2.505
H 3.146 0.050 2.301
O 2.474 -0.520 1.944
H -0.296 -1.916 -3.570
H 0.360 -2.817 -2.599
O 0.082 -1.907 -2.691
*
```

Q: Which formula does entry 9 have?
A: C2H13NO4

Q: Among the records above, which one has the lowest total energy?
A: C2H14BrN4O5Pt

Q: The lowest total energy belongs to which entry?
A: C2H14BrN4O5Pt